# C4H8O3

A cluster of 2 separate species, C4H8O3 in total in a non-equilibrium geometry (ωB97M-V/def2-TZVPD, the Open Molecules 2025 dataset).

```
15
Properties=species:S:1:pos:R:3:forces:R:3:nbo_charge:R:1
C 1.58245 0.81220 -0.57408 -0.578 0.346 0.179 -0.599
C 1.17878 1.76557 0.55395 0.816 -0.017 0.573 -0.513
C -0.09318 1.36031 1.23484 0.050 0.259 -1.547 0.457
O -0.21558 1.07824 2.38283 -0.187 -0.220 0.832 -0.500
H 1.77028 -0.16991 -0.15536 0.065 -0.245 -0.126 0.212
H 2.47330 1.16862 -1.08179 0.072 -0.014 -0.014 0.225
H 0.77152 0.75907 -1.30476 0.103 -0.184 -0.091 0.198
H 1.95082 1.77144 1.32831 0.039 0.174 -0.105 0.222
H 1.06008 2.78239 0.17253 -0.075 0.026 -0.019 0.224
H -0.93996 1.33768 0.50761 -0.304 -0.127 0.308 0.074
O -1.84117 -3.82870 0.25144 -0.093 -0.669 0.172 -0.537
C -1.76738 -2.78828 -0.30525 0.238 0.374 0.143 0.641
O -2.47152 -2.50155 -1.41049 -0.160 0.489 -0.271 -0.673
H -1.10651 -1.98196 0.04453 -0.002 0.216 -0.074 0.086
H -2.35191 -1.56512 -1.64431 0.017 -0.408 0.042 0.484
```
Forces are in eV/Å.

Output
Kohn-Sham gap in eV: 10.415
LUMO in eV: 0.25
SMILES: CCC=O.O=CO
F_max in eV/Å: 1.569
Energy relative to the best compared isomer or geometry (same formula, charge and spin) in kcal per mole: 33.3
HOMO in eV: -10.16
Net charge: 0
Multiplicity: 1

=====

# C4H8O3

An isolated molecule of C4H8O3 in a non-equilibrium geometry (ωB97M-V/def2-TZVPD, the Open Molecules 2025 dataset).

```
15
Properties=species:S:1:pos:R:3:forces:R:3:nbo_charge:R:1
O -1.69620 -0.08452 0.99500 -0.532 -1.490 -1.237 -0.701
C -1.56056 -0.01623 -0.42086 0.510 0.682 -2.317 -0.104
C -0.09772 -0.50673 -0.79434 -2.125 1.101 0.802 0.044
O 0.50375 -1.51675 -0.01850 0.664 0.359 2.460 -0.532
C 1.27444 -0.47161 0.74324 0.054 -0.640 1.194 -0.095
C 0.84427 0.54593 -0.33946 1.211 -0.126 0.275 0.030
O 0.19916 1.74241 0.08575 5.877 1.428 2.716 -0.678
H -1.58845 -1.06089 1.09463 -0.120 0.969 0.666 0.470
H -2.29835 -0.58643 -1.09309 0.542 0.378 1.577 0.166
H -1.63504 1.08407 -0.83168 0.062 -2.080 1.208 0.208
H -0.02317 -0.87189 -1.75516 -0.238 -0.092 -2.605 0.179
H 2.37045 -0.71259 0.81379 -1.011 0.038 -0.301 0.180
H 0.91415 -0.28402 1.83284 0.139 -0.331 -1.979 0.195
H 1.70704 0.60923 -1.04763 -0.650 0.885 0.350 0.170
H 1.08623 2.13001 0.73547 -4.382 -1.080 -2.808 0.467
```
Forces are in eV/Å.

Output
Kohn-Sham gap in eV: 9.995
LUMO in eV: 0.55
SMILES: OC[C@@H]1OC[C@@H]1O
F_max in eV/Å: 6.630
Energy relative to the best compared isomer or geometry (same formula, charge and spin) in kcal per mole: 97.8
HOMO in eV: -9.44
Net charge: 0
Multiplicity: 1

=====

# C4H8O3

An isolated molecule of C4H8O3 (ωB97M-V/def2-TZVPD, the Open Molecules 2025 dataset).

```
15
Properties=species:S:1:pos:R:3:forces:R:3:nbo_charge:R:1
C -1.85767 -0.40590 1.48925 -0.170 0.027 0.086 -0.266
O -0.63066 -0.68135 0.82606 0.074 -0.002 0.028 -0.664
C -0.63960 0.01249 -0.75873 -0.518 0.293 -0.292 0.740
O -1.69210 0.08975 -1.27836 0.754 -0.104 0.357 -0.502
C 0.65929 0.58584 -0.58836 -0.079 -0.202 -0.053 -0.135
C 1.85862 -0.33882 -0.49558 0.080 -0.039 0.035 -0.636
O 0.86391 1.73442 -1.34592 0.129 -0.050 -0.255 -0.679
H -1.93580 0.65819 1.74529 0.012 -0.130 -0.027 0.179
H -1.89997 -1.00968 2.39863 -0.004 0.087 -0.132 0.195
H -2.68672 -0.66931 0.82500 0.109 0.024 0.113 0.201
H 0.08926 0.24171 0.76805 -0.150 -0.164 0.095 0.457
H 1.63635 -1.24857 0.06859 0.021 0.149 -0.088 0.235
H 2.68718 0.18301 -0.00647 -0.134 -0.070 -0.058 0.220
H 2.20113 -0.64444 -1.49714 -0.070 0.052 0.118 0.194
H 1.34678 1.49264 -2.15032 -0.055 0.131 0.072 0.460
```
Forces are in eV/Å.

Output
Kohn-Sham gap in eV: 9.121
LUMO in eV: 0.72
F_max in eV/Å: 0.841
Energy relative to the best compared isomer or geometry (same formula, charge and spin) in kcal per mole: 100.1
HOMO in eV: -8.40
Net charge: 0
Multiplicity: 1

=====

# C4H8O3

An isolated molecule of C4H8O3 (ωB97M-V/def2-TZVPD, the Open Molecules 2025 dataset).

```
15
Properties=species:S:1:pos:R:3:forces:R:3:nbo_charge:R:1
C -2.35845 -0.45839 -0.89293 -0.212 0.022 -0.137 -0.265
O -1.18086 -0.69867 -0.11984 0.129 0.084 0.098 -0.505
C -0.43487 0.37955 0.15847 -0.026 0.340 -0.125 0.770
O -0.70213 1.50499 -0.19058 0.073 -0.487 0.151 -0.601
C 0.83404 -0.00304 0.90996 0.013 -0.192 -0.029 0.004
C 1.92868 -0.29571 -0.11734 0.021 -0.019 -0.095 -0.632
O 1.20293 1.00606 1.81683 0.122 0.102 -0.123 -0.692
H -2.99412 0.28472 -0.40541 0.100 -0.101 -0.061 0.199
H -2.86869 -1.41991 -0.95269 0.056 0.158 -0.014 0.197
H -2.09421 -0.10272 -1.89238 -0.029 -0.034 0.139 0.192
H 0.62724 -0.89671 1.50484 0.035 0.125 -0.045 0.200
H 1.69113 -1.19733 -0.69039 0.041 0.118 0.064 0.222
H 2.88864 -0.43402 0.38786 -0.177 -0.029 -0.022 0.226
H 2.02101 0.54133 -0.81983 0.006 -0.089 0.114 0.211
H 1.43966 1.78984 1.30342 -0.153 0.001 0.084 0.474
```
Forces are in eV/Å.

Output
Kohn-Sham gap in eV: 11.199
LUMO in eV: 0.85
SMILES: COC(=O)[C@@H](C)O
F_max in eV/Å: 0.515
Energy relative to the best compared isomer or geometry (same formula, charge and spin) in kcal per mole: 18.6
HOMO in eV: -10.35
Net charge: 0
Multiplicity: 1

=====

# C4H8O3

A cluster of 2 separate species, C4H8O3 in total (ωB97M-V/def2-TZVPD, the Open Molecules 2025 dataset).

```
15
Properties=species:S:1:pos:R:3:forces:R:3:nbo_charge:R:1
O -2.77960 -0.40461 -1.80873 0.349 0.012 0.143 -0.548
C -1.69920 -0.27713 -1.27629 -0.221 0.014 -0.092 0.415
C -1.33408 -1.08910 -0.06017 0.190 0.136 -0.095 -0.173
O -2.34991 -1.98768 0.25991 -0.131 -0.046 0.030 -0.712
H -0.94488 0.43394 -1.64873 -0.083 -0.045 0.000 0.140
H -0.37906 -1.59640 -0.25431 -0.129 0.030 -0.015 0.208
H -1.13778 -0.37819 0.76260 -0.069 -0.096 -0.103 0.181
H -3.05165 -1.82354 -0.39312 0.003 -0.054 0.099 0.486
C 2.01630 0.95652 1.27576 -0.080 -0.087 0.015 -0.727
C 1.85475 1.09230 -0.21021 -0.072 -0.183 -0.171 0.450
O 1.32895 0.26388 -0.91787 0.213 0.329 0.316 -0.543
H 1.43209 0.10956 1.64156 0.101 0.105 -0.013 0.234
H 3.07467 0.79724 1.51279 -0.099 0.032 -0.068 0.245
H 1.71304 1.88106 1.77712 0.018 -0.094 -0.071 0.234
H 2.25635 2.02214 -0.66030 0.011 -0.056 0.028 0.109
```
Forces are in eV/Å.

Output
Kohn-Sham gap in eV: 10.892
LUMO in eV: 0.69
SMILES: O=CCO.CC=O
F_max in eV/Å: 0.503
Energy relative to the best compared isomer or geometry (same formula, charge and spin) in kcal per mole: 44.4
HOMO in eV: -10.20
Net charge: 0
Multiplicity: 1

=====

# C4H8O3

A cluster of 2 separate species, C4H8O3 in total (ωB97M-V/def2-TZVPD, the Open Molecules 2025 dataset).

```
15
Properties=species:S:1:pos:R:3:forces:R:3:nbo_charge:R:1
O -0.43629 -1.70264 -0.96088 0.090 0.526 -0.252 -0.511
C -0.19532 -0.58777 -1.35469 -0.109 -0.398 0.143 0.453
C 0.56575 0.42758 -0.51418 0.099 0.028 0.031 -0.620
C -0.42011 0.93261 0.52381 -0.207 0.222 0.001 0.583
O -1.10870 1.91348 0.33586 0.267 -0.358 0.084 -0.547
C -0.57738 0.10376 1.77956 0.197 -0.074 -0.170 -0.175
O -1.64403 0.55247 2.55444 -0.071 0.139 0.003 -0.704
H -0.55402 -0.23046 -2.33952 0.018 -0.084 0.109 0.132
H 0.91775 1.26320 -1.12369 -0.094 -0.114 0.082 0.247
H 1.40651 -0.08084 -0.03060 -0.152 0.036 -0.062 0.250
H -0.71009 -0.94538 1.47420 -0.001 0.134 0.042 0.215
H 0.37774 0.15125 2.33151 -0.141 0.027 -0.069 0.191
H -1.98385 1.34249 2.10152 -0.005 -0.055 0.113 0.487
H 1.94320 -1.82923 -2.26813 0.113 0.033 -0.055 0.008
H 2.41883 -1.31052 -2.50920 -0.007 -0.061 0.002 -0.008
```
Forces are in eV/Å.

Output
Kohn-Sham gap in eV: 10.634
LUMO in eV: 0.22
SMILES: O=CCC(=O)CO.[H][H]
F_max in eV/Å: 0.590
Energy relative to the best compared isomer or geometry (same formula, charge and spin) in kcal per mole: 57.1
HOMO in eV: -10.41
Net charge: 0
Multiplicity: 1

=====

# C4H8O3

A cluster of 2 separate species, C4H8O3 in total (ωB97M-V/def2-TZVPD, the Open Molecules 2025 dataset).

```
15
Properties=species:S:1:pos:R:3:forces:R:3:nbo_charge:R:1
C -0.08628 -0.59123 -1.71622 -0.203 -0.197 -0.242 -0.622
C 0.74866 0.33897 -0.59440 0.119 -0.208 0.234 0.088
O 0.39185 1.59070 -0.53511 0.064 0.045 0.023 -0.814
C 0.20388 -0.52835 0.41697 0.046 0.022 -0.177 0.102
O 0.80313 0.88233 1.91198 -0.125 0.149 0.102 -0.890
C -1.20248 -0.30989 0.89067 -0.249 -0.161 0.192 0.339
O -1.74608 -1.07512 1.65147 0.267 0.275 -0.319 -0.480
H 0.22894 -0.03791 -2.60383 -0.009 -0.041 0.145 0.267
H 0.22127 -1.63508 -1.81727 -0.040 0.149 0.060 0.220
H -1.17204 -0.50012 -1.63645 0.164 -0.014 0.029 0.220
H 1.79891 0.09262 -0.85185 -0.147 0.063 0.029 0.170
H 0.68278 1.50527 1.11787 -0.016 -0.017 0.028 0.516
H 0.66683 -1.47311 0.69841 -0.048 0.099 -0.082 0.234
H 0.14029 1.13676 2.56843 0.152 -0.041 -0.053 0.486
H -1.67965 0.60417 0.49934 0.024 -0.121 0.030 0.164
```
Forces are in eV/Å.

Output
Kohn-Sham gap in eV: 7.849
LUMO in eV: -1.23
F_max in eV/Å: 0.499
Energy relative to the best compared isomer or geometry (same formula, charge and spin) in kcal per mole: 111.2
HOMO in eV: -9.08
Net charge: 0
Multiplicity: 1

=====

# C4H8O3

An isolated molecule of C4H8O3 in a non-equilibrium geometry (ωB97M-V/def2-TZVPD, the Open Molecules 2025 dataset).

```
15
Properties=species:S:1:pos:R:3:forces:R:3:nbo_charge:R:1
C -0.41869 2.10612 -1.15893 0.431 0.599 -0.535 -0.259
O -0.55630 0.94124 -0.38581 -0.414 -0.292 0.529 -0.496
C 0.49908 0.13249 -0.32173 -0.191 -0.654 -1.676 0.768
O 1.51620 0.22443 -0.97004 -0.089 0.730 -0.194 -0.620
C 0.35412 -0.94277 0.68452 -0.017 1.622 1.186 0.015
C -0.93192 -1.71930 0.75563 -0.076 0.083 0.021 -0.618
O 1.47365 -1.76200 0.64306 0.150 0.177 -0.153 -0.702
H 0.31810 2.75485 -0.72126 0.424 0.316 0.260 0.187
H -1.34327 2.66026 -1.23233 -0.428 -0.337 0.278 0.199
H -0.08304 1.85359 -2.14547 0.161 -0.122 -0.600 0.195
H 0.38400 -0.10408 1.48548 0.081 -1.794 0.476 0.173
H -1.77045 -1.03056 0.83908 -0.094 -0.136 0.133 0.223
H -0.87672 -2.38455 1.61754 -0.167 0.108 0.017 0.226
H -1.06873 -2.33875 -0.12983 0.092 0.034 -0.089 0.216
H 2.00678 -1.36075 -0.07509 0.138 -0.332 0.348 0.494
```
Forces are in eV/Å.

Output
Kohn-Sham gap in eV: 11.005
LUMO in eV: 0.78
SMILES: COC(=O)[C@@H](C)O
F_max in eV/Å: 2.009
Energy relative to the best compared isomer or geometry (same formula, charge and spin) in kcal per mole: 27.4
HOMO in eV: -10.22
Net charge: 0
Multiplicity: 1